Arrangement w

{
  "formula": "C5H10S",
  "method": "wB97M-V/def2-TZVPD",
  "homo_energy_ha": -0.3278,
  "smiles": "C[C@H](S)C1CC1",
  "orbital_gap_ev": 9.9,
  "total_charge": 0,
  "symbols": ["C", "C", "C", "C", "C", "H", "H", "H", "H", "H", "H", "H", "H", "H", "H", "S"],
  "xyz": [[-0.7456, 1.4095, 0.1915], [-0.9534, 0.1355, -0.6086], [0.2789, -0.7507, -0.6080], [1.0110, -1.1863, 0.5723], [1.6805, -0.2264, -0.3195], [-0.3956, 1.1368, 1.2025], [-1.6199, 2.0619, 0.3504], [-0.0337, 2.1094, -0.2736], [-1.1881, 0.3446, -1.7123], [-2.4116, -0.2398, 1.0712], [0.1118, -1.5122, -1.3484], [0.7363, -0.6940, 1.5734], [1.5878, -2.0957, 0.7909], [2.6003, -0.3833, -0.9055], [1.6742, 0.7934, 0.0794], [-2.3326, -0.9027, -0.0559]],
  "lowdin_charge": [-0.143, -0.697, -0.374, -0.170, -0.130, 0.078, 0.080, 0.083, 0.119, -0.158, 0.121, 0.126, 0.111, 0.107, 0.084, 0.763]
}

***

Arrangement x

{
  "formula": "C5H10S",
  "method": "wB97M-V/def2-TZVPD",
  "homo_energy_ha": -0.3251,
  "orbital_gap_ev": 9.6,
  "total_charge": 0,
  "symbols": ["C", "C", "C", "C", "C", "H", "H", "H", "H", "H", "H", "H", "H", "H", "H", "S"],
  "xyz": [[-1.4292, 1.8158, -0.6119], [-1.5339, 0.4339, 0.0224], [-0.0526, -0.2638, -0.1494], [1.3073, 0.5511, 0.1583], [2.0975, 1.0513, -0.7712], [-2.0802, 2.6798, -0.1182], [-1.9173, 1.4786, -1.5921], [-0.1090, 2.0499, -0.6001], [-2.3928, -0.2627, -0.3415], [-1.7788, 0.4370, 1.1823], [0.2375, -0.4074, -1.2127], [-0.8984, -1.4538, 1.9051], [1.5885, 0.6459, 1.2293], [1.7127, 0.8063, -1.8221], [2.9198, 1.9040, -0.5672], [0.0240, -1.8379, 0.6280]],
  "lowdin_charge": [-0.155, -0.331, -0.763, -0.284, -0.054, 0.094, 0.076, 0.141, 0.120, 0.101, 0.079, 0.014, 0.099, 0.082, 0.117, 0.664]
}

***

Arrangement y

{
  "formula": "C5H10S",
  "method": "wB97M-V/def2-TZVPD",
  "homo_energy_ha": -0.3210,
  "smiles": "C[C@H]1CC[C@@H]1S",
  "orbital_gap_ev": 9.5,
  "total_charge": 0,
  "symbols": ["C", "C", "C", "C", "C", "H", "H", "H", "H", "H", "H", "H", "H", "H", "H", "S"],
  "xyz": [[-0.9162, -1.8431, 0.0533], [-0.4497, -0.4785, -0.4184], [-1.0371, 1.0575, -0.2105], [0.4075, 1.7464, -0.1762], [0.8793, 0.1700, 0.2676], [-1.6607, -2.0005, 1.0729], [0.0451, -2.4160, -0.2665], [-1.5564, -2.4150, -0.8828], [-0.1106, -0.5711, -1.3594], [-1.8708, 1.4185, -0.9176], [-1.2534, 1.5311, 0.8926], [0.6136, 2.1450, -1.0641], [0.5538, 2.2794, 0.8112], [0.6004, 0.1803, 1.4775], [3.2652, -0.4232, 1.0005], [2.4900, -0.3807, -0.2802]],
  "lowdin_charge": [-0.121, -0.394, -0.158, -0.160, -0.680, 0.141, 0.079, 0.115, 0.061, 0.102, 0.131, 0.034, 0.100, 0.158, -0.063, 0.654]
}

***

Arrangement z

{
  "formula": "C5H10S",
  "method": "wB97M-V/def2-TZVPD",
  "homo_energy_ha": -0.3137,
  "smiles": "CSC1(C)CC1",
  "orbital_gap_ev": 9.4,
  "total_charge": 0,
  "symbols": ["C", "C", "C", "C", "C", "H", "H", "H", "H", "H", "H", "H", "H", "H", "H", "S"],
  "xyz": [[2.3632, -0.0312, 0.3833], [-0.4065, -0.2290, -0.3675], [-0.5205, 1.3051, -0.5988], [-1.6299, -1.0115, -0.5274], [-1.1455, -0.6763, 0.7996], [3.3697, -0.5656, 0.6396], [1.7006, 0.2218, 1.4473], [2.8282, 0.9970, -0.1406], [0.0807, 1.4439, -1.5702], [-1.7290, 1.7186, -0.8079], [-0.0259, 1.8605, 0.3087], [-2.5940, -0.5539, -0.8284], [-1.4759, -2.0981, -0.9318], [-0.7132, -1.5151, 1.3209], [-1.4195, 0.0055, 1.6653], [1.3175, -0.8717, -0.7921]],
  "lowdin_charge": [-0.513, -0.787, -0.121, -0.165, -0.216, 0.042, 0.112, 0.075, 0.069, 0.150, 0.089, 0.111, 0.143, 0.091, 0.138, 0.781]
}

***

Most stable of them? arrangement w.